81
Properties=species:S:1:pos:R:3:forces:R:3:mulliken_charge:R:1 method="wB97M-V/def2-TZVPD" orbital_gap_ev=4.622 homo_energy_ev=-9.71 e_lumo_ev=-5.09 charge=+1 energy_ha=-1751.998503
C -4.186 4.733 -1.055 -0.33 0.20 0.11 -0.362
C -3.275 3.569 -1.443 0.06 -0.52 -0.31 -0.614
C -1.903 4.154 -1.363 0.26 0.35 0.33 1.016
C -2.040 5.531 -1.068 -0.32 -0.35 0.28 -0.036
O -3.328 5.930 -0.884 1.43 -0.93 -0.53 -0.465
C -0.892 6.325 -0.873 -0.41 0.24 0.06 -1.021
C 0.342 5.711 -0.883 -0.05 -0.05 -0.41 -0.867
C 0.506 4.331 -1.235 0.13 -0.16 0.28 0.976
C 1.753 3.666 -1.343 0.45 1.25 0.07 -0.490
C 3.038 4.277 -1.463 0.11 0.02 -0.21 0.608
C 4.219 3.507 -1.222 0.43 0.00 -0.02 -0.852
C 5.467 4.101 -1.283 -0.69 0.14 0.08 0.846
C 5.595 5.485 -1.531 0.41 -0.09 0.38 0.206
O 6.867 5.948 -1.409 -1.18 -1.01 -0.16 -0.470
C 7.725 4.804 -1.026 0.31 0.00 0.22 -0.379
C 6.834 3.547 -1.036 0.13 -0.24 -0.09 -0.641
C 4.464 6.262 -1.835 0.35 0.07 -0.10 -1.064
C 3.230 5.649 -1.845 -0.18 -0.08 0.30 -0.811
C -0.667 3.553 -1.426 -0.73 0.21 -0.05 -0.912
H -4.930 4.955 -1.826 0.25 0.14 0.22 0.279
H -4.705 4.550 -0.106 0.22 0.26 -0.19 0.301
H -3.364 2.718 -0.764 -0.15 0.07 -0.09 0.280
H -3.474 3.220 -2.460 -0.09 -0.02 0.14 0.280
H -1.007 7.391 -0.692 0.12 -0.26 0.23 0.436
H 1.215 6.292 -0.598 -0.31 -0.12 -0.01 0.893
H 1.725 2.581 -1.317 0.03 -0.03 -0.04 0.371
H 4.136 2.446 -0.941 -0.01 0.49 -0.19 0.465
H 8.559 4.732 -1.742 -0.47 0.24 0.23 0.291
H 8.140 4.997 -0.023 -0.27 0.18 -0.48 0.278
H 6.859 3.005 -0.087 0.19 0.02 -0.16 0.326
H 7.137 2.874 -1.846 -0.10 0.01 0.23 0.266
H 4.585 7.316 -2.065 -0.11 -0.16 -0.05 0.454
H 2.361 6.239 -2.136 0.40 -0.21 -0.09 0.896
H -0.606 2.481 -1.626 0.12 0.28 0.03 0.486
C -0.838 -7.163 2.947 -0.05 -0.06 0.09 -0.515
C -1.856 -6.293 3.328 0.04 0.20 -0.17 -0.800
C -1.965 -5.022 2.745 0.20 -0.32 -0.15 -0.382
C -1.056 -4.636 1.756 0.19 0.09 -0.05 -0.828
C -1.129 -3.296 1.013 -0.21 0.22 -0.12 4.357
C -2.402 -2.540 1.387 0.26 -0.12 0.33 -0.657
C -2.343 -1.430 2.235 -0.44 0.16 -0.15 -0.325
C -3.519 -0.778 2.623 0.07 -0.20 -0.26 -0.973
C -4.755 -1.247 2.178 0.00 0.05 0.01 -0.566
C -4.815 -2.375 1.352 0.29 -0.09 -0.14 -0.967
C -3.641 -3.031 0.963 -0.38 0.55 0.18 0.370
C 0.107 -2.445 1.317 0.15 0.01 0.36 -0.771
C 0.999 -2.763 2.348 0.14 0.46 -0.21 -0.325
C 2.116 -1.949 2.577 -0.14 -0.07 -0.17 -0.943
C 2.339 -0.812 1.799 0.03 0.14 0.04 -0.653
C 1.438 -0.477 0.785 -0.21 -0.63 0.17 -0.628
C 0.339 -1.305 0.540 0.64 0.37 0.11 0.196
C -1.065 -3.568 -0.525 1.39 -1.23 -0.30 -1.146
C -1.662 -4.907 -1.055 -0.15 0.22 0.01 -0.679
C -2.201 -4.577 -2.461 0.06 -0.18 -0.13 -0.747
C -2.166 -3.039 -2.613 -0.59 -0.08 -0.23 -0.764
N -1.513 -2.554 -1.414 -1.12 1.67 -0.71 -0.084
C 0.002 -5.490 1.413 -0.21 -0.55 0.33 0.058
C 0.100 -6.756 1.996 -0.04 0.35 -0.21 -0.985
H -0.770 -8.161 3.393 -0.03 0.40 -0.17 0.385
H -2.598 -6.593 4.067 0.22 0.00 -0.09 0.425
H -2.775 -4.357 3.054 0.31 -0.24 -0.14 0.414
H -1.379 -1.047 2.575 -0.36 -0.18 -0.06 0.401
H -3.445 0.107 3.253 -0.13 -0.21 -0.05 0.450
H -5.675 -0.733 2.474 0.33 -0.22 -0.12 0.401
H -5.776 -2.743 0.989 0.22 0.10 0.18 0.429
H -3.688 -3.925 0.340 -0.06 0.36 0.20 0.308
H 0.850 -3.656 2.959 0.01 0.39 -0.20 0.446
H 2.815 -2.236 3.361 -0.11 0.18 -0.17 0.409
H 3.217 -0.185 1.976 -0.28 -0.23 0.01 0.370
H 1.586 0.400 0.155 0.08 -0.13 0.17 0.459
H -0.302 -1.072 -0.307 0.28 0.01 0.45 0.270
H 0.018 -3.644 -0.748 -0.10 -0.34 0.47 0.511
H -0.858 -5.650 -1.127 -0.37 0.11 0.17 0.439
H -2.440 -5.322 -0.393 0.34 0.17 -0.28 0.338
H -1.541 -5.016 -3.221 -0.32 -0.04 0.16 0.317
H -3.215 -4.988 -2.592 0.43 0.21 -0.11 0.283
H -1.612 -2.757 -3.533 -0.27 -0.09 0.42 0.333
H -3.202 -2.649 -2.713 0.51 -0.04 0.06 0.325
H -1.752 -1.608 -1.110 -0.18 -1.09 0.01 0.199
H 0.746 -5.164 0.681 -0.28 -0.18 0.26 0.483
H 0.900 -7.425 1.681 -0.15 0.12 0.17 0.393